[1]
DFT (wB97M-V/def2-TZVPD) results for a cluster of 2 separate species, C6H15NO2 in total.

## Properties
Strongest force on any atom in eV/A: 0.91
LUMO energy in eV: 0.7543
Energy relative to the best compared isomer or geometry (same formula, charge and spin) in eV: 0.9039
SMILES: CC(N)=O.CCOCC
E in eV: -12050.507
HOMO level in eV: -9.780
Orbital gap in eV: 10.5

```
! wB97M-V def2-TZVPD RIJCOSX def2/J DEFGRID3
* xyz 0 1
O -2.938 0.813 0.911
C -3.380 -0.263 1.288
N -3.015 -1.442 0.700
C -4.365 -0.403 2.428
H -3.387 -2.341 1.017
H -2.351 -1.409 -0.077
H -4.595 0.597 2.832
H -3.943 -1.022 3.238
H -5.304 -0.868 2.082
O 0.435 -1.157 -3.360
C 2.229 -1.474 -1.832
C -1.400 -1.085 -4.871
C 1.462 -0.469 -2.664
C -0.332 -0.277 -4.167
H 3.038 -0.971 -1.275
H 2.675 -2.247 -2.479
H 1.557 -1.965 -1.108
H -2.057 -1.578 -4.134
H -2.017 -0.430 -5.509
H -0.938 -1.861 -5.505
H 1.016 0.314 -2.020
H 2.132 0.032 -3.388
H -0.789 0.507 -3.533
H 0.327 0.225 -4.901
*
```

How is the electron density shared among the atoms? According to Mulliken, the charges in e are: -0.617 0.693 -0.369 -0.991 0.187 0.224 0.272 0.300 0.300 -0.310 -1.148 -1.147 -0.194 -0.194 0.366 0.288 0.272 0.271 0.365 0.288 0.285 0.287 0.285 0.287

=====

[2]
DFT (wB97M-V/def2-TZVPD) results for a structure of composition C6H15NO2Rb.

## Properties
Strongest force on any atom in eV/A: 2.12
LUMO energy in eV: -4.1017
Energy relative to the best compared isomer or geometry (same formula, charge and spin) in eV: 1.9465
E in eV: -12698.056
HOMO level in eV: -11.494
Orbital gap in eV: 7.4

```
! wB97M-V def2-TZVPD RIJCOSX def2/J DEFGRID3
* xyz 1 1
Rb -14.179 15.934 -15.896
C -13.162 20.990 -16.681
O -12.381 20.353 -15.649
C -11.899 21.069 -14.540
C -12.137 20.164 -13.323
N -11.652 18.829 -13.408
C -11.699 18.076 -12.164
C -10.597 18.238 -11.133
O -9.713 17.151 -11.171
C -8.718 17.191 -10.159
H -12.542 21.824 -17.010
H -14.087 21.432 -16.310
H -13.313 20.317 -17.525
H -12.367 22.024 -14.300
H -10.858 21.314 -14.748
H -13.222 20.092 -13.263
H -11.688 20.627 -12.444
H -10.689 18.932 -13.695
H -11.623 17.090 -12.621
H -12.645 17.997 -11.628
H -10.915 18.212 -10.091
H -10.082 19.185 -11.298
H -9.150 17.146 -9.160
H -8.139 18.111 -10.242
H -8.066 16.331 -10.307
*
```

How is the electron density shared among the atoms? According to Mulliken, the charges in e are: 0.984 -0.747 -0.270 -0.618 -0.559 -0.316 -0.831 -0.397 -0.335 -0.748 0.315 0.305 0.222 0.373 0.366 0.252 0.397 0.269 0.349 0.369 0.407 0.343 0.317 0.314 0.239

=====

[3]
DFT (wB97M-V/def2-TZVPD) results for a cluster of 2 separate species, C6H15NOSi in total.

## Properties
Strongest force on any atom in eV/A: 7.75
LUMO energy (alpha / beta) in eV: 0.9119 / -0.0882
Energy relative to the best compared isomer or geometry (same formula, charge and spin) in eV: 1.6954
E in eV: -17873.573
Expectation value of S²: 2.0066
HOMO level (alpha / beta) in eV: -5.934 / -8.573
Orbital gap (alpha / beta) in eV: 6.8 / 8.5

```
! wB97M-V def2-TZVPD RIJCOSX def2/J DEFGRID3
* xyz 0 3
C 1.038 2.350 1.939
C 1.477 1.957 0.754
C 1.104 -1.520 -1.739
C 0.834 -1.483 0.722
C -3.568 1.372 -0.260
C -3.183 -0.806 -0.716
N 1.112 -0.748 -0.503
O -3.302 0.178 0.041
Si 0.636 0.900 -0.578
H 1.630 2.802 2.765
H -0.109 2.305 2.131
H 2.551 1.856 0.609
H 1.164 -0.963 -2.604
H 2.005 -2.284 -1.634
H 0.199 -1.997 -1.768
H 1.652 -2.285 0.885
H 0.871 -0.770 1.539
H 0.000 -2.143 0.657
H 1.022 1.100 -1.976
H -3.516 2.150 0.522
H -3.664 1.585 -1.342
H -2.808 -1.722 -0.172
H -3.339 -0.804 -1.833
H -0.792 1.165 -0.606
*
```

How is the electron density shared among the atoms? According to Mulliken, the charges in e are: -0.429 -0.384 -1.091 -0.940 -0.603 -0.505 0.196 -0.172 0.514 0.263 0.156 0.272 0.386 0.237 0.368 0.291 0.342 0.257 -0.248 0.309 0.336 0.293 0.309 -0.159